# 1
This record from OMol25 describes one molecule with the formula C3H8BrP. The level of theory is wB97M-V/def2-TZVPD.

Last column: natural (NBO) charge in e.
Cartesian coordinates (Å):
1 H -1.14041 -1.53533 0.98981  0.211
2 H -0.24048 1.11062 -1.61307  0.203
3 Br 3.00837 0.20272 0.11197  -0.263
4 H 1.65793 -1.93648 0.70891  -0.033
5 C -1.33376 -0.72028 0.31823  -0.637
6 H -0.68184 1.93078 -0.17630  0.214
7 C 0.00355 1.26904 -0.62613  -0.628
8 H 0.43942 0.21985 1.21021  0.220
9 C 0.06760 -0.02204 0.14801  -0.460
10 H -1.91597 -1.01013 -0.59869  0.214
11 H -2.13456 -0.09875 0.71460  0.221
12 H 0.85954 1.83413 -0.69006  0.224
13 P 1.41061 -1.24412 -0.49747  0.514

Forces on atoms 1 to 2 (eV/Å):
H -0.5 -0.7 0.2
H -1.1 -0.5 -2.4

Output
ΔE to the lowest compared entry with this formula, charge and spin = 0.806 eV
total charge = 0

---

# 2
This record from OMol25 describes one molecule with the formula C3HN. The level of theory is wB97M-V/def2-TZVPD.

Last column: natural (NBO) charge in e.
Cartesian coordinates (Å):
1 C 1.42080 -0.03703 -0.07273  0.274
2 N 2.55592 0.05852 -0.02432  -0.286
3 C -1.38366 -0.02749 -0.04096  -0.154
4 C -0.20187 0.11734 -0.04903  -0.076
5 H -2.39118 -0.11134 0.18704  0.242

Forces on atoms 1 to 2 (eV/Å):
C -6.8 1.2 0.1
N 1.0 -0.2 0.0

Output
ΔE to the lowest compared entry with this formula, charge and spin = 0.969 eV
total charge = 0

---

# 3
This record from OMol25 describes one molecule with the formula C4H5NS2. The level of theory is wB97M-V/def2-TZVPD.

Last column: natural (NBO) charge in e.
Cartesian coordinates (Å):
1 H -1.34858 -1.93591 0.10042  0.211
2 C -1.58273 -0.88701 0.11476  -0.319
3 H 0.30107 2.05449 -0.21020  0.219
4 H 0.77773 -1.36095 -0.90744  0.416
5 S 3.38407 -0.55083 0.00791  -0.103
6 C 1.85531 -0.09091 0.31555  -0.071
7 H 1.58451 0.69072 0.97858  0.187
8 C -0.54622 1.37617 -0.08359  -0.334
9 H -1.52228 1.90002 -0.21032  0.234
10 N 0.73829 -0.67357 -0.15909  -0.589
11 S -3.15303 -0.57617 0.06324  0.111
12 C -0.48813 0.05395 -0.00983  0.038

Forces on atoms 1 to 2 (eV/Å):
H 0.7 -0.3 0.3
C -1.4 0.1 -0.7

Output
ΔE to the lowest compared entry with this formula, charge and spin = 1.917 eV
total charge = 0

---

# 4
This record from OMol25 describes a 2-piece molecular cluster, C3H7BrClFN2O2 overall. The level of theory is wB97M-V/def2-TZVPD.

Last column: natural (NBO) charge in e.
Cartesian coordinates (Å):
1 H -0.65083 0.85782 1.46757  0.217
2 C 0.58033 0.88210 -0.28345  -0.092
3 Cl -2.91424 -2.03394 -0.69751  0.143
4 Br -4.32839 -0.67025 1.60189  0.217
5 H 1.08016 0.28228 1.46995  0.209
6 F -1.77409 -2.27931 2.12933  -0.230
7 H 0.98734 1.90598 -0.05264  0.188
8 N -2.95795 -0.69106 0.35265  -0.518
9 H 1.71621 0.71694 -2.68495  0.168
10 H 2.74059 1.46859 -1.60158  0.153
11 C 2.40022 0.58128 -1.79031  -0.232
12 O -0.34757 -1.03807 0.99187  -0.304
13 O 1.72090 0.08580 -0.64342  -0.552
14 N -1.45364 -1.00771 1.65868  0.356
15 C 0.09940 0.28892 1.02319  -0.117
16 H -0.20148 0.75319 -1.05841  0.193
17 H 3.30304 -0.10257 -1.88285  0.201

Forces on atoms 1 to 2 (eV/Å):
H -0.8 1.3 1.0
C 0.3 -1.1 -0.6

Output
ΔE to the lowest compared entry with this formula, charge and spin = 0.174 eV
total charge = 0

---

# 5
This record from OMol25 describes a 12-piece molecular cluster, C28H58N6O6S6 overall. The level of theory is wB97M-V/def2-TZVPD.

Last column: Mulliken charge in e.
Cartesian coordinates (Å):
1 H -0.75437 2.38425 -6.88352  0.576
2 H -1.84261 2.06714 0.56118  -0.078
3 C -2.27091 -2.51515 -3.68286  -0.570
4 H 1.20482 -5.15039 3.78882  0.460
5 C -2.17889 2.28778 1.57963  -0.526
6 H -1.53291 1.69644 2.22563  0.216
7 H 1.92785 -0.47088 7.99641  0.342
8 C 3.38372 -2.88561 -2.08165  -0.068
9 H 4.38211 4.08876 1.57560  -0.036
10 H -0.30043 -0.25767 -2.09055  -0.113
11 H 1.79942 -0.58234 4.18024  -0.289
12 C 2.34688 3.93208 -1.37040  -0.575
13 H 1.17532 0.42580 -1.58430  -0.026
14 S -3.38767 -3.91231 -3.94327  0.605
15 H -5.05568 -3.98949 0.56951  0.256
16 H -0.40489 1.38671 -1.44389  0.506
17 H 4.38107 -4.82304 0.86044  0.445
18 S -3.20159 -5.44874 0.12039  0.333
19 H 5.47893 3.67843 2.92815  0.340
20 H -0.43314 3.88489 6.42524  0.384
21 H 1.04747 -1.70815 7.04632  0.300
22 C 4.57766 3.38995 2.38641  -0.406
23 H 3.09542 -1.77329 3.82807  0.339
24 O 3.69967 -2.27700 6.62498  -0.650
25 C 0.86442 0.45783 1.21627  -0.532
26 C -3.13504 4.60511 0.71601  -1.039
27 H 3.76866 3.44503 3.10827  0.159
28 H -1.58223 3.00737 5.36825  0.271
29 S 1.58329 4.72058 0.05515  0.689
30 C 0.16451 -0.31398 -5.17945  -0.437
31 C 4.73947 2.05994 1.82962  0.396
32 H 2.32363 -3.54977 0.11862  0.183
33 S -0.30131 -0.42057 0.17578  0.127
34 H 3.46728 6.15001 0.00078  0.338
35 H -1.64125 -0.18104 -6.44284  0.640
36 H 1.69549 3.08752 -1.59133  -0.137
37 H -3.22236 1.43043 -5.26999  0.152
38 C -4.72016 -4.94401 0.96318  -0.947
39 H 2.01507 0.47159 -4.47089  0.225
40 O -3.53470 -5.43563 -1.32715  -0.522
41 H 3.77401 -5.91324 3.27082  0.395
42 H 0.21386 -1.30000 -4.75798  0.265
43 H 0.77609 0.14567 2.25022  0.053
44 H -2.13842 -3.71114 1.42134  0.474
45 H -1.33735 -4.04722 -0.11145  0.181
46 H -1.98712 -2.39968 -2.63567  0.115
47 H 2.62079 -0.98317 -2.38682  0.107
48 N 2.39639 -4.06552 0.97415  0.208
49 H -1.35942 -2.77188 -4.23074  0.278
50 C -2.30875 -3.90501 0.36195  -0.612
51 H -2.82832 -3.09448 -0.14171  0.112
52 C -3.27656 2.41827 -4.83560  -0.653
53 H 1.41466 2.68916 -5.45858  0.444
54 H -3.46113 5.60311 0.98826  0.363
55 H -4.00256 3.93726 0.67599  0.327
56 H -0.65989 4.31377 4.74870  0.294
57 H -4.60260 -4.97301 2.04560  0.365
58 C 3.13449 -5.32062 2.64064  -0.752
59 H -3.22324 1.98073 1.59029  0.522
60 H -2.35972 2.98192 -5.03287  0.165
61 N 4.91009 1.03946 1.33467  -0.436
62 H -5.46511 -5.70773 0.71997  0.366
63 C 2.35254 -2.00956 -2.62405  -0.146
64 H 1.03909 0.04897 6.55026  0.110
65 H -2.70210 4.54637 -0.28229  0.315
66 N -3.23113 2.10266 -2.27093  -0.378
67 O -3.84961 -3.81144 -5.35021  -0.690
68 C 2.40126 6.29247 -0.19532  -1.137
69 S -1.97800 4.01742 1.92132  0.658
70 C 1.35434 -4.18051 1.84663  -0.436
71 O 0.16932 4.94181 -0.30367  -0.656
72 N 1.24151 1.88292 4.51263  -0.363
73 H 2.19728 6.62937 -1.20680  0.327
74 H 2.40885 4.62082 -2.20795  0.385
75 H -5.12498 -2.33120 -3.49848  0.400
76 H -5.52787 -3.95157 -2.93237  0.316
77 H 2.35926 -2.12919 -3.71201  0.421
78 H -4.38393 -2.89130 -2.00491  0.102
79 C -4.73264 -3.21341 -2.98375  -0.767
80 C 1.59197 -0.76934 7.00482  -0.749
81 C 0.82351 1.79554 -5.56449  -0.475
82 H -4.08249 3.06889 -5.15904  0.382
83 O 0.20176 -1.81099 0.00938  -0.291
84 C -0.32963 1.60194 -6.27865  -0.879
85 C 3.47094 -4.76800 1.42899  -0.391
86 C 0.11328 0.43683 -1.34615  -0.348
87 H 2.04264 7.01128 0.53856  0.386
88 C 1.79270 -4.95005 2.90656  -0.634
89 C -3.27911 2.26399 -3.38319  0.375
90 C -0.59919 3.46587 5.43862  -1.005
91 C 2.30705 -1.48110 4.52223  -0.103
92 H 1.62731 -2.32895 4.61615  0.247
93 N 4.21256 -3.57766 -1.69775  -0.416
94 H 1.85542 0.33548 0.78384  0.467
95 H 1.35079 -2.24713 -2.27478  0.138
96 H 0.46695 -3.60613 1.65705  0.426
97 C 0.42463 2.58167 4.92131  0.448
98 H 3.32996 3.52546 -1.12311  0.388
99 S 3.10385 -1.05585 6.05947  0.489
100 N 1.14550 0.60841 -4.94802  0.096
101 H 0.63830 1.53004 1.16158  0.028
102 H -2.70642 -1.61653 -4.11560  0.209
103 O -2.58640 4.22467 3.27018  -0.722
104 C -0.76130 0.26193 -6.00406  -0.444

Forces on atoms 1 to 2 (eV/Å):
H -0.3 -0.2 -0.1
H 0.0 0.3 -0.1

Output
E_tot = -4270.53099 a.u.
total charge = 0

---

# 6
This record from OMol25 describes C35H53Cl2Cu2N5O as an isolated structure. The level of theory is wB97M-V/def2-TZVPD.

Last column: Mulliken spin population.
Cartesian coordinates (Å):
1 C 3.19858 1.72577 -0.88065  -0.002
2 C -4.27086 -2.66028 1.45691  0.000
3 H 6.28752 -1.72448 -1.10035  0.000
4 C 1.38620 -1.24584 3.21369  0.000
5 H -2.74066 -1.02813 2.00188  0.000
6 H 0.97732 -0.49708 -3.56855  0.004
7 C 1.99650 5.31997 -0.12383  0.000
8 O 0.58102 -2.35374 -1.84864  0.001
9 H -1.43004 -1.23473 0.05265  0.000
10 C 0.90287 4.16674 5.10928  0.000
11 C 0.54760 0.45395 4.94369  0.000
12 H 2.29602 6.16061 0.48445  0.000
13 C -0.10203 6.45793 -0.63111  0.000
14 C -4.36123 1.81825 -3.29835  0.002
15 H 3.67272 4.21532 0.39690  0.000
16 H -0.61024 4.27032 -1.92123  0.000
17 C 0.30943 -1.03371 -5.31104  -0.058
18 Cl -1.05481 0.73000 -3.50816  0.016
19 H 0.03999 -0.30402 5.52180  0.000
20 C -4.45193 -2.80526 -0.08313  0.000
21 H -3.73974 -2.63174 -2.82785  0.000
22 C -2.83086 -2.04313 1.61492  0.000
23 H 6.37746 0.55163 -1.22239  0.000
24 C 0.94802 -1.58332 1.93133  0.000
25 H 5.23496 2.56635 -0.97213  0.000
26 H -1.68182 -3.02181 0.20199  0.000
27 H 1.52077 0.35920 -0.74716  0.002
28 H 1.05533 0.93233 -4.65038  -0.002
29 C 1.06184 -2.92959 1.58138  0.000
30 H -0.37179 -2.32296 -2.06249  -0.001
31 H -4.94237 1.85766 -1.25582  0.000
32 C -2.13992 -2.03464 0.26317  0.000
33 H -4.90378 2.68770 -3.66956  0.001
34 H -5.16834 -0.83163 -2.76845  0.000
35 H 0.40920 7.27824 -0.12730  0.000
36 H -2.88976 -0.15917 -1.57445  -0.001
37 C 1.96687 -3.54219 3.67996  0.000
38 C -5.19427 1.23581 -2.11486  0.000
39 C 2.59776 0.43752 -0.76619  0.001
40 H 1.60666 4.19484 5.94114  0.000
41 C 1.87067 -2.23391 4.07923  0.000
42 H 0.16515 1.93173 6.45588  0.000
43 H -2.26014 -2.50714 2.41932  0.000
44 H -2.52597 -3.63077 -1.91764  0.000
45 H 4.84199 -2.55673 -1.97871  0.000
46 H -5.11428 -2.20384 1.97497  0.000
47 C 5.23175 -1.99382 -1.13059  0.000
48 C 1.15314 3.06413 -1.53540  -0.004
49 N 4.64206 -0.64860 -0.98097  0.000
50 C -2.90960 -2.63108 -2.12147  0.002
51 H -6.21993 1.37949 -2.45469  0.001
52 C 5.31797 0.48485 -1.02386  0.000
53 H 1.90840 3.44762 3.03435  0.000
54 C 1.48532 2.52514 3.40372  0.000
55 C 2.42439 3.01378 -0.94640  0.002
56 H -0.88786 6.19905 0.07851  0.000
57 H 1.91467 -6.04129 2.74360  0.000
58 H -5.45396 -2.53813 -0.41879  0.000
59 N 0.76906 5.35801 -0.78072  0.000
60 C 3.31897 -0.72799 -0.78567  -0.003
61 H -3.92299 -0.17522 -0.02704  0.000
62 H 0.83088 2.16496 -2.03942  0.004
63 C 2.79266 4.18699 -0.22847  0.000
64 H 1.96716 -5.45171 1.09929  0.000
65 H -0.03409 4.29049 5.65232  0.000
66 N 0.91013 2.74030 4.60166  0.000
67 H 2.81684 -1.68320 -0.74271  0.000
68 H 1.12641 -0.99900 -6.03176  0.090
69 Cl -1.04608 -0.75401 -6.41384  0.896
70 N 1.56478 -3.85976 2.47744  0.000
71 H 0.24990 -2.02005 -4.85096  0.005
72 H -4.25550 -3.67490 1.85492  0.000
73 Cu 0.48862 -4.65234 -1.71551  0.000
74 C 1.21306 0.15712 3.70989  0.000
75 H 2.14748 -2.02351 5.10173  0.000
76 Cu 2.21774 -3.16429 -3.17361  0.000
77 H 0.85137 -3.26694 0.57723  0.000
78 H -2.07707 -2.07530 -2.55288  0.000
79 C -5.07207 -0.32101 -1.81027  0.000
80 C 0.46121 0.07222 -4.34161  0.043
81 N -3.31027 -2.04751 -0.77848  0.000
82 H 0.38037 -5.50630 2.05510  0.000
83 H -5.84988 -0.60921 -1.10312  0.000
84 C -3.75914 -0.54236 -1.04018  0.001
85 H 2.31882 1.19018 2.08955  0.000
86 C 1.45631 -5.33180 2.05468  0.000
87 H -3.30395 2.07577 -3.23548  0.000
88 C 0.38249 4.23071 -1.49776  0.000
89 H -4.32559 -3.81995 -0.46068  0.000
90 H 1.07972 4.82705 4.26027  0.000
91 H -4.44284 1.18898 -4.18462  0.000
92 H 0.67569 -0.82030 1.21716  0.000
93 H -0.48616 6.66658 -1.62962  0.000
94 H 4.93597 -2.48272 -0.20237  0.000
95 C 0.55316 1.75020 5.46447  0.000
96 C 1.74862 1.26670 3.00356  0.000
97 C 4.60165 1.69256 -0.92962  0.000
98 H 2.35229 -4.34228 4.29454  0.000

Forces on atoms 1 to 2 (eV/Å):
C 1.2 -0.5 0.1
C 1.1 -0.6 -0.9

Output
E_tot = -5912.26971 a.u.
multiplicity = 2
total charge = +7

---

- Among the records above, which one has the highest total charge?
  C35H53Cl2Cu2N5O

---

- Which of these has the highest total charge?
  C35H53Cl2Cu2N5O

---

- total charge of number 6 (C35H53Cl2Cu2N5O)?
  +7